1.
Computed, not measured: C26H32ClF5HfN8O4S4 as an isolated structure, with wB97M-V/def2-TZVPD.

Properties
LUMO energy	0.0	eV
calculated total energy	-4349.3300	hartree

Geometry as XYZ:
```
81
C26H32ClF5HfN8O4S4 (wB97M-V/def2-TZVPD)
Hf 0.78 -0.35 -0.13
C -5.03 -0.88 1.20
C -3.58 -0.63 1.37
N -2.95 -0.52 2.51
N -1.67 -0.29 2.14
C -1.46 -0.25 0.82
S 1.85 0.40 1.93
N -2.70 -0.48 0.34
N -3.06 -0.40 -1.02
H -5.49 -0.94 2.18
H -5.20 -1.82 0.67
H -5.50 -0.07 0.63
H -0.94 -0.22 2.84
H -2.27 -0.76 -1.57
H -3.84 -1.04 -1.15
F 1.04 1.18 -7.65
C 0.77 0.60 -6.48
C 1.75 -0.11 -5.81
F 2.97 -0.22 -6.34
C 1.46 -0.69 -4.59
F 2.45 -1.37 -3.99
C 0.21 -0.60 -4.00
S -0.16 -1.42 -2.48
C -0.75 0.11 -4.71
F -1.98 0.27 -4.20
C -0.49 0.71 -5.93
F -1.44 1.40 -6.56
S 3.73 1.13 1.30
C 0.47 2.06 -2.35
N 0.32 1.96 -0.87
C -1.04 2.48 -0.54
N -1.24 3.83 -1.03
C -1.05 3.85 -2.48
N 0.29 3.40 -2.85
C 1.28 4.27 -2.21
N 1.13 4.27 -0.76
C 1.32 2.92 -0.27
C -0.22 4.70 -0.43
H -0.29 1.41 -2.78
H 1.47 1.68 -2.62
H -1.15 2.46 0.54
H -1.78 1.82 -1.00
H -1.20 4.86 -2.85
H -1.79 3.19 -2.94
H 1.14 5.29 -2.59
H 2.28 3.93 -2.47
H 1.20 2.89 0.81
H 2.33 2.56 -0.50
H -0.37 5.72 -0.79
H -0.34 4.70 0.66
C 5.23 -0.61 -1.07
S 3.72 -1.19 -0.33
C 3.59 -2.75 -1.22
O 2.58 -0.42 -1.12
H 5.48 -1.19 -1.96
H 6.01 -0.68 -0.31
H 5.07 0.44 -1.31
H 4.41 -3.38 -0.87
H 3.64 -2.59 -2.29
H 2.63 -3.20 -0.96
C 0.26 -0.40 5.48
C -0.68 -1.57 5.38
C -1.66 -1.80 6.34
C -2.50 -2.90 6.24
Cl -3.71 -3.16 7.46
C -2.38 -3.79 5.19
C -1.41 -3.58 4.21
C -0.58 -2.48 4.32
O 0.38 -2.15 3.39
C 0.88 -3.13 2.49
C 0.06 -3.13 1.20
O -0.92 -3.81 1.06
O 0.49 -2.30 0.26
H 0.06 0.17 6.39
H 0.19 0.27 4.63
H 1.29 -0.74 5.50
H -1.77 -1.12 7.17
H -3.04 -4.64 5.13
H -1.35 -4.24 3.37
H 0.85 -4.12 2.94
H 1.91 -2.83 2.30
```

=====

2.
Computed, not measured: C28H53Br18IN3O3P as an isolated structure, with wB97M-V/def2-TZVPD.

Properties
LUMO energy	-0.2	eV
calculated total energy	-48460.0147	hartree

Geometry as XYZ:
```
107
C28H53Br18IN3O3P (wB97M-V/def2-TZVPD)
C -2.31 -6.42 0.46
C -1.75 -5.44 -0.64
N -1.47 -4.08 -0.15
C -2.55 -3.11 -0.42
C -2.17 -2.13 -1.53
N -1.98 -1.20 -2.13
C -3.12 -2.37 0.89
C -2.71 -3.28 2.06
N -2.36 -3.75 3.01
C -2.62 -0.90 1.08
P -0.79 -0.63 1.20
O -0.56 0.30 2.33
O -0.18 0.12 -0.13
O 0.09 -1.98 1.48
C -4.68 -2.45 0.80
I -5.50 -1.25 -0.83
C -5.43 -2.01 2.10
C -6.71 -2.93 2.22
H -2.42 -5.96 1.45
H -3.30 -6.82 0.14
H -1.59 -7.25 0.58
H -0.78 -5.87 -0.97
H -2.42 -5.49 -1.53
H -0.65 -3.73 -0.65
H -3.41 -3.71 -0.82
H -3.03 -0.51 2.04
H -2.99 -0.22 0.29
H 0.04 -0.53 -0.82
H 0.56 -2.26 0.68
H -5.01 -3.49 0.58
H -5.78 -0.96 2.09
H -4.86 -2.15 3.04
H -7.07 -3.16 1.19
H -6.39 -3.91 2.64
H -7.52 -2.46 2.81
Br 3.13 0.98 -0.60
C 2.67 2.53 0.49
C 2.34 3.72 -0.38
Br 3.95 4.52 -1.12
H 3.51 2.71 1.16
H 1.80 2.23 1.08
H 1.87 4.50 0.21
H 1.69 3.46 -1.22
Br -2.78 -3.71 -3.47
C -3.17 -3.31 -5.34
C -3.68 -4.53 -6.06
Br -2.24 -5.77 -6.49
H -2.26 -2.91 -5.77
H -3.93 -2.54 -5.31
H -4.11 -4.25 -7.03
H -4.42 -5.09 -5.49
Br 3.69 5.37 -7.45
C 4.30 4.58 -5.78
C 3.40 3.46 -5.34
Br 1.74 4.14 -4.57
H 4.36 5.39 -5.05
H 5.30 4.21 -5.99
H 3.87 2.88 -4.54
H 3.12 2.79 -6.15
Br -2.50 4.37 5.26
C -0.83 3.50 4.76
C 0.29 4.50 4.63
Br 0.16 5.51 2.97
H -1.02 2.95 3.84
H -0.62 2.80 5.56
H 1.25 4.00 4.58
H 0.31 5.23 5.44
Br 6.59 6.18 2.19
C 5.50 7.53 1.30
C 4.69 8.34 2.29
Br 3.14 7.36 2.95
H 4.90 7.01 0.57
H 6.22 8.18 0.79
H 4.28 9.22 1.81
H 5.27 8.63 3.17
Br -2.78 -2.90 9.31
C -2.18 -3.87 7.74
C -2.98 -3.50 6.52
Br -4.73 -4.35 6.53
H -2.23 -4.93 7.98
H -1.13 -3.59 7.61
H -2.49 -3.87 5.61
H -3.14 -2.43 6.42
Br 5.94 7.68 -5.06
C 7.83 7.72 -5.50
C 8.19 6.64 -6.49
Br 8.29 4.90 -5.64
H 8.38 7.64 -4.57
H 8.00 8.71 -5.94
H 9.18 6.82 -6.91
H 7.47 6.56 -7.31
Br 2.46 -0.50 -10.32
C 2.64 1.39 -9.89
C 4.09 1.79 -9.79
Br 4.89 1.19 -8.12
H 2.09 1.55 -8.97
H 2.15 1.91 -10.70
H 4.18 2.88 -9.78
H 4.70 1.39 -10.59
Br -3.21 -8.29 12.12
C -3.22 -6.83 10.83
C -3.74 -7.27 9.49
Br -2.41 -8.31 8.51
H -2.20 -6.44 10.78
H -3.86 -6.07 11.26
H -3.96 -6.41 8.86
H -4.63 -7.89 9.57
```

=====

3.
Computed, not measured: C8H19BCdClO5PTa as an isolated structure, with wB97M-V/def2-TZVPD.

Properties
LUMO energy	-8.3	eV
net charge	+1
calculated total energy	-1742.8984	hartree

Geometry as XYZ:
```
37
C8H19BCdClO5PTa (wB97M-V/def2-TZVPD)
C -2.61 1.63 -2.64
C -1.47 2.23 -1.90
C 0.05 1.64 -1.79
Ta 0.35 0.29 0.13
C 1.79 -1.00 -1.18
C 0.88 -1.92 -2.18
O 0.67 -3.26 -2.03
O 1.91 1.60 0.80
B 3.11 0.88 1.28
O 4.21 0.36 0.45
O 3.22 0.72 2.77
P -1.31 1.80 1.52
O -2.50 0.98 2.15
C 0.61 -1.20 1.87
Cl 0.17 -0.42 3.50
C -0.39 -2.52 1.62
C -1.98 -2.18 1.82
H -2.91 0.49 -2.63
H -3.33 2.34 -3.25
H -1.68 3.28 -1.37
H 0.90 2.47 -1.77
H 0.25 1.00 -2.78
H -1.04 -0.75 -0.53
H 2.48 -1.70 -0.54
H 2.50 -0.24 -1.77
H 0.41 -1.40 -3.14
H 4.09 0.56 -0.52
H 3.22 1.69 3.10
H -1.77 2.95 0.78
H -0.49 2.29 2.63
H 1.70 -1.68 1.97
H -0.15 -3.08 0.61
H -0.10 -3.27 2.50
H -2.42 -1.40 1.05
H -2.58 -3.19 1.63
H -2.21 -1.88 2.95
Cd -3.59 1.92 -5.09
```

=====

4.
Computed, not measured: a 5-piece molecular cluster, C16H34N5O9P2 overall, with wB97M-V/def2-TZVPD.

Properties
LUMO energy	1.4	eV
net charge	-1
calculated total energy	-2263.6206	hartree

Geometry as XYZ:
```
66
C16H34N5O9P2 (wB97M-V/def2-TZVPD)
C 2.32 -8.60 -2.74
C 1.97 -7.48 -2.45
C 1.53 -6.11 -2.48
C 2.63 -5.18 -1.96
O 3.54 -4.85 -3.08
N 2.73 -4.61 -4.21
O 3.29 -4.94 -5.19
P 0.04 -5.94 -1.47
P -1.55 -6.08 -2.95
O -1.09 -5.43 -4.18
O -2.95 -5.45 -2.40
O -1.91 -7.66 -3.24
H 2.60 -9.58 -3.04
H 3.22 -5.62 -1.17
H 2.20 -4.23 -1.65
H -0.07 -7.06 -0.60
H -3.65 -5.90 -2.90
H -1.05 -8.08 -3.38
C 0.11 -2.20 -1.38
O 0.63 -2.86 -0.50
N -1.10 -1.62 -1.28
C -1.68 -0.84 -2.36
C -1.85 -1.77 -0.04
H 0.59 -2.04 -2.36
H -1.86 0.18 -2.01
H -2.63 -1.30 -2.66
H -1.02 -0.82 -3.22
H -1.27 -1.36 0.79
H -2.02 -2.83 0.15
H -2.80 -1.24 -0.11
C -1.54 0.74 3.54
O -2.16 -0.15 3.00
N -0.27 0.62 3.99
C 0.42 1.71 4.63
C 0.41 -0.66 3.82
H -1.97 1.74 3.71
H 1.32 1.95 4.06
H 0.71 1.41 5.65
H -0.21 2.59 4.69
H 0.46 -0.91 2.76
H -0.15 -1.45 4.32
H 1.41 -0.60 4.23
C -1.30 2.96 -2.68
O -0.71 2.39 -3.57
N -0.83 4.02 -2.00
C -1.58 4.67 -0.94
C 0.49 4.53 -2.34
H -2.31 2.66 -2.36
H -1.75 5.72 -1.20
H -1.02 4.62 -0.01
H -2.54 4.19 -0.80
H 0.51 4.83 -3.38
H 1.23 3.74 -2.20
H 0.73 5.37 -1.70
C -0.40 6.34 2.74
O -1.03 5.46 2.20
N 0.86 6.23 3.19
C 1.56 7.33 3.83
C 1.55 4.96 3.02
H -0.83 7.35 2.91
H 2.46 7.58 3.26
H 1.85 7.05 4.84
H 0.91 8.21 3.87
H 1.60 4.71 1.96
H 0.99 4.18 3.53
H 2.55 5.02 3.43
```

=====

5.
Computed, not measured: C3H7NO2 as an isolated structure, with wB97M-V/def2-TZVPD.

Properties
⟨S²⟩	2.007
LUMO energy (spin up / spin down)	0.9 / -3.2	eV
calculated total energy	-323.4953	hartree
spin multiplicity	3

Geometry as XYZ:
```
13
C3H7NO2 (wB97M-V/def2-TZVPD)
C -2.08 0.06 -0.21
C 1.58 0.45 -0.38
C -0.37 -0.95 0.16
N 0.43 0.18 0.56
O -3.02 -0.64 -0.49
O -1.69 1.23 0.04
H 1.05 0.81 -1.20
H 2.24 1.21 -0.10
H 2.09 -0.43 -0.58
H 0.00 -1.27 -0.71
H -0.58 -1.75 0.84
H 0.65 0.16 1.58
H -0.31 0.94 0.47
```

=====

6.
Computed, not measured: a 2-piece molecular cluster, C18H19NO2 overall, with wB97M-V/def2-TZVPD.

Properties
LUMO energy	-2.5	eV
calculated total energy	-902.4274	hartree

Geometry as XYZ:
```
40
C18H19NO2 (wB97M-V/def2-TZVPD)
C 0.95 -2.81 -1.67
C 0.24 -3.31 -2.93
O -1.12 -3.41 -2.57
C -1.21 -3.12 -1.23
O -2.25 -3.15 -0.59
N -0.01 -2.78 -0.68
H 1.78 -3.46 -1.37
H 1.35 -1.79 -1.80
H 0.32 -2.61 -3.77
H 0.58 -4.31 -3.23
C 5.15 1.83 -0.52
C 3.83 1.35 -0.03
C 3.74 0.30 0.86
C 2.52 -0.14 1.31
C 1.32 0.45 0.87
C 0.10 -0.03 1.41
C -1.23 0.44 1.26
C -2.27 -0.31 1.87
C -3.58 0.07 1.75
C -3.93 1.19 1.00
C -5.36 1.58 0.85
C -2.93 1.96 0.43
C -1.61 1.61 0.57
C 1.44 1.49 -0.08
C 2.66 1.94 -0.50
H 5.05 2.69 -1.17
H 5.80 2.11 0.31
H 5.66 1.04 -1.09
H 4.65 -0.17 1.22
H 2.47 -0.96 2.01
H 0.20 -0.90 2.04
H -2.02 -1.18 2.44
H -4.36 -0.50 2.24
H -5.47 2.43 0.18
H -5.94 0.76 0.44
H -5.79 1.86 1.81
H -3.19 2.85 -0.11
H -0.86 2.30 0.22
H 0.56 1.91 -0.54
H 2.73 2.77 -1.19
```